No. 1
{"formula": "C35H53GaNOP3", "method": "the ωB97M-V functional and the def2-TZVPD basis", "elements": ["Ga", "P", "P", "N", "C", "H", "H", "C", "H", "H", "C", "H", "H", "C", "H", "H", "C", "C", "H", "H", "H", "C", "C", "H", "H", "H", "C", "C", "H", "H", "H", "C", "C", "H", "H", "H", "C", "O", "C", "H", "H", "H", "C", "H", "H", "H", "C", "H", "H", "H", "C", "H", "H", "H", "H", "H", "H", "H", "H", "H", "C", "C", "C", "C", "C", "C", "P", "C", "C", "C", "C", "C", "C", "C", "C", "C", "C", "C", "C", "H", "H", "H", "H", "H", "H", "H", "H", "H", "H", "H", "H", "H", "H", "H"], "xyz": [[-0.023, 0.155, 0.359], [-1.900, 1.103, -1.059], [2.253, -0.786, 0.481], [1.224, 1.073, -2.023], [-1.170, 1.679, -2.628], [-1.907, 1.529, -3.433], [-0.996, 2.760, -2.562], [0.138, 1.016, -3.049], [-0.038, 0.007, -3.453], [0.568, 1.597, -3.880], [2.256, 0.019, -2.268], [2.897, 0.497, -3.024], [1.859, -0.888, -2.744], [3.116, -0.316, -1.054], [3.751, 0.551, -0.840], [3.792, -1.137, -1.334], [2.413, -2.639, 0.586], [1.461, -3.240, 1.624], [1.491, -4.337, 1.539], [0.424, -2.923, 1.452], [1.750, -2.985, 2.653], [3.241, -0.075, 1.894], [2.895, -0.677, 3.264], [3.275, -0.011, 4.056], [3.370, -1.656, 3.422], [1.815, -0.782, 3.429], [-2.538, 2.612, -0.171], [-3.485, 2.277, 0.985], [-3.565, 3.153, 1.647], [-3.113, 1.455, 1.610], [-4.503, 2.041, 0.643], [-3.378, 0.097, -1.576], [-3.951, -0.720, -0.418], [-4.696, -1.427, -0.810], [-4.454, -0.098, 0.333], [-3.177, -1.305, 0.088], [-0.600, -1.520, -0.312], [-0.868, -2.503, -0.881], [4.760, -0.059, 1.689], [5.191, -1.065, 1.745], [5.064, 0.397, 0.741], [5.216, 0.531, 2.496], [-3.125, 3.708, -1.066], [-3.348, 4.586, -0.443], [-2.435, 4.034, -1.851], [-4.065, 3.396, -1.535], [-4.479, 0.868, -2.310], [-5.172, 0.140, -2.756], [-5.077, 1.491, -1.632], [-4.100, 1.494, -3.127], [3.839, -3.168, 0.775], [4.213, -3.020, 1.796], [3.829, -4.254, 0.602], [4.556, -2.738, 0.064], [2.067, -2.962, -0.410], [-2.932, -0.616, -2.290], [2.894, 0.972, 1.891], [-1.606, 3.002, 0.272], [1.716, 1.904, -2.296], [-0.197, 0.986, 1.531], [0.449, -2.629, 7.209], [0.171, -3.409, 6.078], [-0.234, -2.808, 4.887], [-0.355, -1.404, 4.807], [-0.045, -0.622, 5.937], [0.329, -1.237, 7.133], [-0.998, -0.672, 3.258], [-2.571, -1.584, 3.128], [-2.640, -2.581, 2.137], [-3.723, -3.456, 2.082], [-4.770, -3.313, 2.993], [-4.701, -2.340, 3.990], [-3.593, -1.495, 4.087], [-1.183, 1.093, 3.723], [-2.368, 1.644, 4.239], [-2.363, 2.969, 4.697], [-1.245, 3.790, 4.518], [-0.094, 3.276, 3.914], [-0.048, 1.935, 3.557], [0.741, -3.115, 8.144], [0.265, -4.494, 6.114], [-0.489, -3.421, 4.016], [-0.123, 0.467, 5.888], [0.530, -0.628, 8.015], [-1.831, -2.669, 1.409], [-3.746, -4.237, 1.322], [-5.624, -3.991, 2.945], [-5.512, -2.228, 4.709], [-3.498, -0.803, 4.920], [-3.279, 1.048, 4.305], [-3.252, 3.361, 5.195], [-1.247, 4.824, 4.866], [0.783, 3.896, 3.709], [0.895, 1.563, 3.141]], "de_lowest_ev": 0.2321, "total_charge": 2, "homo_ev": -12.9, "total_energy_ev": -120920.2391}

No. 2
{"formula": "C35H54IN4O7", "method": "the ωB97M-V functional and the def2-TZVPD basis", "elements": ["C", "C", "C", "C", "C", "C", "C", "C", "C", "C", "C", "N", "C", "C", "C", "I", "C", "C", "O", "C", "C", "O", "C", "O", "C", "N", "C", "C", "C", "H", "H", "H", "H", "H", "H", "H", "H", "H", "H", "H", "H", "H", "H", "H", "H", "H", "H", "H", "H", "H", "H", "H", "H", "H", "H", "H", "H", "H", "H", "H", "H", "H", "H", "H", "H", "H", "H", "H", "H", "H", "H", "H", "H", "C", "C", "C", "C", "C", "C", "N", "O", "O", "H", "H", "H", "H", "H", "C", "C", "C", "C", "C", "C", "N", "O", "O", "H", "H", "H", "H", "H"], "xyz": [[-3.134, -0.828, 2.891], [-3.961, -0.147, 1.749], [-5.119, -1.061, 1.232], [-5.465, -0.791, -0.246], [-4.461, -1.440, -1.243], [-5.113, -2.230, -2.393], [-4.157, -2.480, -3.595], [-3.409, -3.850, -3.513], [-1.855, -3.657, -3.582], [-1.398, -3.190, -2.155], [-0.062, -2.400, -2.262], [-0.049, -1.064, -1.581], [-0.577, -1.200, -0.161], [0.077, -2.335, 0.673], [-0.926, -3.463, 1.107], [0.117, -5.347, 0.993], [-1.013, -0.131, -2.244], [-0.290, 0.573, -3.442], [-1.280, 1.043, -4.293], [-1.905, 2.267, -3.848], [-3.361, 2.235, -4.391], [0.511, 1.596, -2.872], [1.176, 1.186, -1.720], [0.580, 1.819, -0.524], [1.544, 2.182, 0.251], [2.370, 2.586, 0.897], [1.297, -0.365, -1.541], [2.397, -0.977, -2.427], [3.775, -0.251, -2.258], [-2.160, -1.173, 2.510], [-2.980, -0.110, 3.710], [-3.672, -1.672, 3.347], [-3.258, 0.128, 0.942], [-4.361, 0.791, 2.157], [-6.002, -0.791, 1.830], [-4.808, -2.098, 1.427], [-5.538, 0.299, -0.379], [-6.457, -1.226, -0.451], [-3.844, -2.139, -0.641], [-3.810, -0.626, -1.610], [-5.958, -1.619, -2.757], [-5.568, -3.178, -2.069], [-3.441, -1.648, -3.723], [-4.789, -2.444, -4.495], [-3.686, -4.428, -4.405], [-3.633, -4.383, -2.579], [-1.706, -2.830, -4.299], [-1.332, -4.559, -3.919], [-1.277, -4.090, -1.541], [-2.243, -2.603, -1.776], [0.718, -3.078, -1.900], [0.116, -2.233, -3.331], [-0.430, -0.264, 0.394], [-1.667, -1.349, -0.160], [0.992, -2.749, 0.232], [0.412, -1.892, 1.625], [-1.856, -3.441, 0.531], [-1.165, -3.324, 2.166], [-1.886, -0.633, -2.673], [-1.407, 0.597, -1.524], [0.273, -0.176, -4.016], [-1.388, 3.110, -4.320], [-1.985, 2.363, -2.758], [-4.040, 2.780, -3.724], [-3.417, 2.643, -5.409], [-3.722, 1.197, -4.475], [2.174, 1.639, -1.790], [1.677, -0.474, -0.511], [2.180, -0.972, -3.504], [2.620, -2.020, -2.169], [3.943, -0.009, -1.193], [4.555, -0.966, -2.540], [3.826, 0.681, -2.832], [5.653, 4.426, 2.019], [6.997, 4.773, 2.078], [7.971, 3.841, 1.752], [7.584, 2.569, 1.364], [6.248, 2.209, 1.308], [5.278, 3.143, 1.638], [8.609, 1.582, 0.993], [9.774, 1.921, 1.070], [8.228, 0.483, 0.624], [4.895, 5.159, 2.269], [7.287, 5.773, 2.377], [9.015, 4.115, 1.800], [5.953, 1.213, 1.010], [4.228, 2.870, 1.592], [2.634, 2.426, 4.753], [1.504, 1.904, 4.139], [0.414, 1.516, 4.902], [0.467, 1.658, 6.277], [1.590, 2.170, 6.905], [2.679, 2.555, 6.135], [-0.699, 1.267, 7.084], [-1.662, 0.802, 6.496], [-0.636, 1.433, 8.286], [3.483, 2.734, 4.154], [1.471, 1.804, 3.063], [-0.464, 1.110, 4.418], [1.629, 2.275, 7.980], [3.561, 2.959, 6.614]], "total_charge": 1, "homo_ev": -11.6, "total_energy_ev": -65549.8452}